Below is a molecular structure, C24H37N4O2P2Pd, with properties calculated with the ωB97M-V functional and the def2-TZVPD basis.

The geometry in ORCA input format:
```
! wB97M-V def2-TZVPD RIJCOSX def2/J DEFGRID3
* xyz -1 1
Pd -0.070 -0.434 0.403
C -0.531 -0.752 4.723
C -1.283 -1.905 4.922
C -1.610 -2.673 3.821
C -1.208 -2.307 2.529
C -0.474 -1.116 2.275
C -0.153 -0.382 3.444
C -1.567 -3.213 1.410
C -1.771 -4.612 1.645
C -2.090 -5.444 0.619
C -2.214 -4.926 -0.692
C -2.525 -5.707 -1.825
C -2.597 -5.130 -3.064
C -2.359 -3.748 -3.219
C -2.059 -2.969 -2.136
C -1.980 -3.541 -0.843
N -1.671 -2.724 0.192
H -0.252 -0.133 5.571
H -1.616 -2.194 5.912
H -2.218 -3.558 3.977
H 0.418 0.536 3.341
H -1.638 -5.009 2.641
H -2.233 -6.507 0.786
H -2.701 -6.770 -1.697
H -2.833 -5.732 -3.934
H -2.416 -3.307 -4.206
H -1.870 -1.906 -2.216
C -0.669 5.109 -2.996
N -0.881 5.000 -1.565
C -2.028 5.784 -1.127
P -0.787 3.477 -0.821
O -2.100 2.821 -0.687
N 0.249 2.595 -1.772
C 1.680 2.866 -1.756
C -0.118 1.251 -2.167
N 0.043 3.838 0.572
C 0.272 5.159 1.110
C 0.416 2.778 1.501
H -0.499 6.159 -3.250
H -1.534 4.755 -3.575
H 0.201 4.532 -3.298
H -1.847 6.845 -1.326
H -2.191 5.656 -0.058
H -2.950 5.479 -1.637
H 1.861 3.860 -1.347
H 2.069 2.838 -2.780
H 2.221 2.121 -1.167
H -1.179 1.196 -2.391
H 0.110 0.500 -1.390
H 0.466 0.960 -3.044
H 0.183 5.914 0.334
H 1.288 5.209 1.518
H -0.423 5.393 1.927
H 0.161 1.746 1.190
H -0.075 2.943 2.467
H 1.501 2.800 1.662
C 2.114 -2.415 -0.586
P 3.323 -1.150 -0.190
C 4.926 -1.962 -0.507
C 3.290 -0.945 1.603
O 3.220 0.108 -0.975
H 2.318 -3.324 -0.013
H 2.173 -2.643 -1.652
H 1.097 -2.064 -0.308
H 5.033 -2.899 0.040
H 5.728 -1.281 -0.218
H 5.012 -2.160 -1.576
H 3.633 -1.856 2.097
H 2.264 -0.721 1.907
H 3.948 -0.115 1.867
*
```

The calculation puts the largest force on an atom at 0.5 eV Å⁻¹. The value obtained for the energy relative to the best compared isomer or geometry (same formula, charge and spin) is 0.0 kcal/mol. The LUMO energy comes out at 2.86 eV. The value obtained for the highest occupied orbital energy is -2.26 eV. The electronic energy comes out at -2116.9155 a.u.